No. 1
# C2Cl2F2S

The molecule C2Cl2F2S in a non-equilibrium geometry (wB97M-V/def2-TZVPD, the OMol25 dataset).

energy above the lowest of the compared OMol25 structures with the same formula, charge and spin	0.0	kJ/mol
E_tot	-43384.5830	eV

```
! RIJCOSX wB97M-V def2-TZVPD def2/J DEFGRID3
* xyz 0 3
C -0.152 0.258 -0.330
C 1.037 -0.253 0.041
F -0.190 1.540 -0.605
F 1.055 -1.419 0.617
S -1.522 -0.791 -0.608
Cl 2.585 0.555 0.209
Cl -2.812 0.110 0.676
*
```

Want to see where the charge sits? The Löwdin charges in e are: -0.73 -0.74 0.04 0.03 0.58 0.72 0.10

---

No. 2
# C5H8N2O3S

The molecule C5H8N2O3S in a non-equilibrium geometry (wB97M-V/def2-TZVPD, the OMol25 dataset).

energy above the lowest of the compared OMol25 structures with the same formula, charge and spin	391.3	kJ/mol
E_tot	-25268.6161	eV

```
! RIJCOSX wB97M-V def2-TZVPD def2/J DEFGRID3
* xyz 0 1
C -0.417 -0.264 0.498
C -1.375 0.721 0.590
C -1.270 -1.426 0.042
C -1.258 2.161 0.887
C 2.095 0.355 -1.376
N -2.480 -0.962 -0.155
N -0.600 -2.625 -0.121
O 2.030 -1.446 0.894
O -2.533 0.315 0.195
O 2.116 0.848 -0.068
S 1.498 -0.167 1.145
H -2.172 2.651 1.214
H -0.356 2.151 1.612
H -0.925 2.684 -0.044
H 1.224 0.822 -1.892
H 2.307 -0.636 -1.258
H 2.895 0.842 -1.911
H 0.186 -2.717 0.455
H -0.965 -3.305 -0.707
*
```

Results of the Löwdin charge analysis, in e, for atoms 1 through 8: -0.12 -0.42 -0.33 0.00 -0.14 0.07 0.15 -0.46

---

No. 3
# C19H29FN2O6S2

A cluster of 2 separate species, C19H29FN2O6S2 in total in a non-equilibrium geometry (wB97M-V/def2-TZVPD, the OMol25 dataset).

energy above the lowest of the compared OMol25 structures with the same formula, charge and spin	0.0	kJ/mol
E_tot	-59821.3846	eV

```
! RIJCOSX wB97M-V def2-TZVPD def2/J DEFGRID3
* xyz 0 1
C -4.915 -0.568 -1.196
C -4.108 0.513 -1.519
C -2.796 0.895 -0.852
C -2.825 2.030 0.227
C -4.050 1.986 1.133
F -2.925 3.226 -0.488
O -2.099 1.568 -1.973
S -1.633 0.453 -3.022
O -2.531 0.268 -4.100
O -0.264 0.677 -3.345
O -1.669 -0.777 -2.003
C -1.786 -0.278 -0.619
C -0.351 0.155 -0.267
C 0.730 -0.906 -0.497
C 1.051 -1.790 0.701
O 0.245 -2.287 1.438
N 2.428 -2.053 0.885
C 2.872 -1.944 2.252
C 2.859 -3.068 3.067
C 3.317 -2.985 4.373
C 3.805 -1.783 4.878
C 3.804 -0.663 4.058
C 3.346 -0.735 2.751
N -2.214 -1.451 0.085
C -2.955 -1.265 1.331
C -2.179 -0.599 2.460
H -5.535 -0.518 -0.299
H -4.994 -1.481 -1.779
H -4.410 1.173 -2.325
H -1.879 2.096 0.760
H -3.726 1.848 2.163
H -4.750 1.195 0.882
H -4.573 2.935 1.058
H -0.082 1.014 -0.875
H -0.250 0.500 0.762
H 0.542 -1.551 -1.355
H 1.649 -0.366 -0.727
H 2.970 -1.395 0.337
H 2.498 -4.009 2.678
H 3.341 -3.849 5.023
H 4.186 -1.737 5.888
H 4.193 0.277 4.429
H 3.352 0.123 2.090
H -2.759 -2.001 -0.568
H -3.205 -2.265 1.684
H -3.909 -0.743 1.219
H -2.875 -0.480 3.294
H -1.351 -1.197 2.828
H -1.814 0.401 2.231
C 2.610 2.493 -3.432
S 3.768 1.138 -3.640
O 4.467 0.955 -2.338
C 4.894 2.014 -4.733
H 1.832 2.170 -2.744
H 3.127 3.362 -3.023
H 2.158 2.740 -4.393
H 5.263 2.912 -4.237
H 4.374 2.274 -5.655
H 5.728 1.352 -4.959
*
```

Results of the Löwdin charge analysis, in e, for atoms 1 through 8: 0.04 -0.06 -0.28 -0.26 0.00 -0.01 -0.17 0.61

---

No. 4
# C39H35BCl2KN11O6S2

A structure of composition C39H35BCl2KN11O6S2 in a non-equilibrium geometry (wB97M-V/def2-TZVPD, the OMol25 dataset).

E_tot	-133412.3377	eV

```
! RIJCOSX wB97M-V def2-TZVPD def2/J DEFGRID3
* xyz -2 1
K -1.464 -1.227 -1.188
Cl -6.955 4.291 -1.517
C -5.790 3.004 -1.753
C -5.179 2.860 -3.000
C -4.251 1.867 -3.181
C -3.881 0.946 -2.147
O -2.937 0.114 -2.325
C -4.595 1.080 -0.908
C -4.419 0.183 0.208
N -3.932 -0.999 0.171
C -4.031 -1.798 1.299
C -5.189 -1.845 2.057
C -5.274 -2.603 3.234
C -4.200 -3.327 3.671
C -3.030 -3.385 2.883
C -1.914 -4.172 3.243
C -0.837 -4.239 2.411
C -0.872 -3.513 1.204
N -1.873 -2.754 0.848
C -2.947 -2.657 1.667
C -5.499 2.135 -0.731
H -5.436 3.537 -3.805
H -3.762 1.741 -4.140
H -4.785 0.581 1.166
H -6.048 -1.274 1.726
H -6.196 -2.594 3.804
H -4.235 -3.869 4.610
H -1.936 -4.714 4.182
H 0.034 -4.824 2.661
H -0.036 -3.574 0.511
H -5.991 2.252 0.228
O 1.887 -2.286 -6.379
C 2.889 -1.763 -5.716
O 4.031 -1.785 -6.137
C 2.535 -1.085 -4.438
C 3.316 -0.170 -3.758
Cl 4.859 0.369 -4.232
N 2.590 0.311 -2.704
N 1.388 -0.292 -2.668
C 1.335 -1.124 -3.675
C 0.095 -1.970 -3.882
O -0.207 -2.220 -5.088
O -0.510 -2.331 -2.871
C 2.845 1.311 -1.728
C 1.757 1.759 -0.976
C 1.930 2.733 -0.012
C 3.180 3.292 0.212
C 4.262 2.834 -0.520
C 4.107 1.838 -1.474
H 0.979 -2.222 -5.840
H 0.790 1.309 -1.141
H 1.080 3.035 0.590
H 3.309 4.060 0.965
H 5.252 3.235 -0.339
H 4.967 1.466 -1.997
C 0.039 2.028 4.099
N 1.280 1.436 3.664
C 2.506 2.070 3.582
C 3.323 1.240 2.903
N 2.632 0.100 2.554
B 3.159 -0.880 1.451
N 3.149 -2.355 1.946
C 2.951 -2.820 3.222
C 3.001 -4.168 3.212
N 3.227 -4.545 1.897
C 3.308 -5.887 1.393
C 3.319 -3.413 1.118
S 3.650 -3.423 -0.525
C 1.358 0.229 3.016
S 0.066 -0.838 2.931
H 0.258 2.904 4.708
H -0.522 1.296 4.677
H -0.571 2.325 3.242
H 2.684 3.033 4.029
H 4.353 1.375 2.626
H 4.304 -0.561 1.218
H 2.439 -0.788 0.493
H 2.782 -2.147 4.044
H 2.912 -4.892 4.004
H 3.793 -6.533 2.127
H 3.891 -5.862 0.473
H 2.318 -6.287 1.158
C 0.479 4.514 -2.724
N -0.446 4.103 -1.697
C -0.443 4.704 -0.387
C -1.176 3.619 0.448
O -1.427 3.745 1.630
N -1.441 2.561 -0.364
C -0.956 2.839 -1.564
N -0.925 1.957 -2.554
H 0.531 5.602 -2.736
H 0.127 4.185 -3.702
H 1.486 4.113 -2.555
H -0.989 5.650 -0.364
H 0.571 4.865 -0.006
H -1.561 1.137 -2.494
H -0.647 2.240 -3.476
*
```

Results of the Löwdin charge analysis, in e, for atoms 1 through 8: 0.82 0.57 -0.69 -0.13 -0.02 -0.40 -0.25 -0.13

---

No. 5
# C6H15IN2S

A structure of composition C6H15IN2S in a non-equilibrium geometry (wB97M-V/def2-TZVPD, the OMol25 dataset).

E_tot	-28376.9899	eV

```
! RIJCOSX wB97M-V def2-TZVPD def2/J DEFGRID3
* xyz 0 1
C 2.959 2.701 0.200
C -1.246 -3.067 -0.709
C 2.358 1.319 0.229
C 0.894 1.358 -0.074
C 0.188 0.044 0.209
C -1.200 -0.061 -0.426
N -1.628 -1.987 1.557
N -3.576 -1.766 -0.416
S -2.119 -1.701 0.134
I -2.581 1.503 -0.015
H 2.552 3.210 1.045
H 2.548 3.375 -0.687
H 4.098 2.813 0.090
H -1.916 -3.479 -1.352
H -0.424 -2.756 -1.170
H -0.924 -3.735 0.092
H 2.827 0.761 -0.473
H 2.472 0.844 1.259
H 0.330 2.238 0.416
H 0.888 1.745 -1.190
H 0.695 -0.722 -0.227
H -0.008 0.041 1.346
H -0.989 0.005 -1.545
H -2.215 -1.844 2.309
H -3.984 -0.838 -0.600
*
```

Results of the Löwdin charge analysis, in e, for atoms 1 through 8: -0.13 -0.13 -0.31 -0.30 -0.32 -0.82 -0.24 -0.28

---

No. 6
# C4H16NO3

A cluster of 4 separate species, C4H16NO3 in total in a non-equilibrium geometry (wB97M-V/def2-TZVPD, the OMol25 dataset).

energy above the lowest of the compared OMol25 structures with the same formula, charge and spin	302.7	kJ/mol
E_tot	-12031.4960	eV

```
! RIJCOSX wB97M-V def2-TZVPD def2/J DEFGRID3
* xyz 1 1
C -0.720 0.104 -1.260
C -1.066 0.303 0.165
C -2.584 0.637 0.060
C -2.887 1.804 0.467
N 0.699 -0.556 -1.194
H -1.474 -0.303 -2.039
H -0.905 1.071 -1.675
H -1.262 -0.584 0.801
H -0.401 1.016 0.658
H -3.244 -0.049 -0.383
H -3.904 2.073 0.537
H -2.157 2.506 0.815
H 1.166 -1.068 -1.855
H 1.399 0.215 -0.860
H 0.602 -1.213 -0.473
H -1.015 -2.874 -1.129
H -0.194 -4.176 -0.459
O -0.283 -3.130 -0.613
H 2.919 -0.450 2.271
H 3.870 0.423 3.105
O 3.665 0.167 2.247
H 2.652 2.051 -0.070
H 2.945 0.861 0.705
O 2.181 1.172 0.181
*
```

Results of the Löwdin charge analysis, in e, for atoms 1 through 8: -0.15 -0.21 -0.18 0.02 0.18 0.16 0.12 0.13

---

What did the second record say?
# C5H8N2O3S

The molecule C5H8N2O3S in a non-equilibrium geometry (wB97M-V/def2-TZVPD, the OMol25 dataset).

energy above the lowest of the compared OMol25 structures with the same formula, charge and spin	391.3	kJ/mol
E_tot	-25268.6161	eV

```
! RIJCOSX wB97M-V def2-TZVPD def2/J DEFGRID3
* xyz 0 1
C -0.417 -0.264 0.498
C -1.375 0.721 0.590
C -1.270 -1.426 0.042
C -1.258 2.161 0.887
C 2.095 0.355 -1.376
N -2.480 -0.962 -0.155
N -0.600 -2.625 -0.121
O 2.030 -1.446 0.894
O -2.533 0.315 0.195
O 2.116 0.848 -0.068
S 1.498 -0.167 1.145
H -2.172 2.651 1.214
H -0.356 2.151 1.612
H -0.925 2.684 -0.044
H 1.224 0.822 -1.892
H 2.307 -0.636 -1.258
H 2.895 0.842 -1.911
H 0.186 -2.717 0.455
H -0.965 -3.305 -0.707
*
```

Results of the Löwdin charge analysis, in e, for atoms 1 through 8: -0.12 -0.42 -0.33 0.00 -0.14 0.07 0.15 -0.46